Run w
Entry from OMol25: a single FH2NS molecule (ωB97M-V/def2-TZVPD).

Geometry as XYZ:
```
5
Properties=species:S:1:pos:R:3:lowdin_charge:R:1
N -0.54532 0.40594 0.43655 -0.489
F -1.95287 0.69020 0.38282 -0.214
S -0.17587 -0.87101 -0.63070 0.661
H -0.24286 -0.16513 1.49080 0.153
H -0.74300 -0.23291 -1.72507 -0.111
```

Properties
* HOMO level: -0.343 Eh
* Kohn-Sham gap: 0.3550 hartree
* lowest unoccupied orbital energy: 0.3204 eV
* charge: 0
* structure (SMILES): FNS



Run x
Entry from OMol25: a single FH2NS molecule (ωB97M-V/def2-TZVPD).

Geometry as XYZ:
```
5
Properties=species:S:1:pos:R:3:lowdin_charge:R:1
N 0.25185 -0.05387 0.60086 -0.412
F 1.28561 0.73773 0.46676 -0.125
S -0.97468 0.08071 -0.79000 0.619
H -0.23128 0.05558 1.45257 0.027
H -0.33151 -0.82015 -1.73019 -0.109
```

Properties
* HOMO level: -0.349 Eh
* Kohn-Sham gap: 0.3678 hartree
* lowest unoccupied orbital energy: 0.4976 eV
* charge: 0
* structure (SMILES): FNS



It is run w that is the least stable of them.



Run w
Entry from OMol25: 2 unconnected molecules or ions with the total composition C4H8O2S (ωB97M-V/def2-TZVPD).

Geometry as XYZ:
```
15
Properties=species:S:1:pos:R:3:lowdin_charge:R:1
C 3.60727 0.72389 -0.55494 -0.134
C -0.01097 -0.37627 -0.37598 -0.377
C -1.38751 -2.28532 -0.09292 -0.101
C -0.58314 2.27047 -0.60788 -0.360
O 3.97470 0.32852 0.52801 -0.023
O -0.13088 -1.65308 -0.33365 -0.199
S -1.48414 0.67636 -0.28578 0.794
H 2.76300 0.18915 -0.99679 0.052
H 4.01847 1.62106 -0.95546 0.063
H -1.90450 -1.66795 0.60411 0.038
H -1.18758 -3.29610 0.29216 0.104
H -2.08625 -2.26838 -0.95586 0.105
H 0.43182 2.02033 -0.57282 -0.019
H -0.83175 2.98569 0.18964 0.039
H -0.88766 2.62390 -1.56842 0.018
```

Properties
* HOMO level: -0.309 Eh
* Kohn-Sham gap: 0.3359 hartree
* lowest unoccupied orbital energy: 0.7245 eV
* charge: 0



Run x
Entry from OMol25: a single C4H8O2S molecule (ωB97M-V/def2-TZVPD).

Geometry as XYZ:
```
15
Properties=species:S:1:pos:R:3:lowdin_charge:R:1
C 1.11041 -0.26131 0.54378 -0.406
C -0.30187 -0.73325 0.27748 -0.613
C 0.31739 1.25741 -1.46629 -0.537
C -1.06215 -0.65549 1.59195 -0.049
O -0.91313 -0.06549 -0.73614 -0.163
O 0.06677 1.58357 -2.65362 0.049
S 1.75255 0.21448 -1.10314 0.915
H 0.97358 0.67426 1.21573 0.117
H 1.87965 -0.96250 0.88201 0.078
H -0.39452 -1.85273 -0.01228 0.159
H 0.31121 2.02075 -0.76730 0.086
H -2.01857 -0.58623 1.27271 0.042
H -0.86751 0.18388 2.19420 0.068
H -1.14669 -1.60300 2.02970 0.068
H 0.29286 0.78565 -3.26877 0.186
```

Properties
* HOMO level: -0.328 Eh
* Kohn-Sham gap: 0.3443 hartree
* lowest unoccupied orbital energy: 0.4511 eV
* charge: 0



Run y
Entry from OMol25: a molecular structure, C4H8O2S (ωB97M-V/def2-TZVPD).

Geometry as XYZ:
```
15
Properties=species:S:1:pos:R:3:lowdin_charge:R:1
O 1.29194 -2.08390 0.52134 0.108
C 0.50222 -1.68976 -0.45922 -0.672
O 0.80922 -1.66790 -1.64323 0.095
C -0.82003 -0.97282 -0.00477 -0.081
C -0.49776 0.51754 -0.20396 -0.299
C 0.49401 1.19920 0.69996 -0.110
S -0.45473 3.79268 -0.25696 0.176
H 0.69946 -2.89245 -0.08343 0.243
H -0.85103 -1.31459 1.06395 0.128
H -1.63758 -1.30467 -0.66207 0.127
H -0.17185 0.63550 -1.27429 0.128
H -1.44213 1.05144 -0.31970 0.080
H 1.41477 1.36538 0.13547 0.102
H 0.35077 1.04212 1.77378 0.112
H 0.31272 2.32222 0.71313 -0.139
```

Properties
* HOMO level: -0.348 Eh
* Kohn-Sham gap: 0.2422 hartree
* lowest unoccupied orbital energy: -2.8869 eV
* charge: 0



It is run y that is the least stable of them.



Run w
Entry from OMol25: a molecular structure, C55H60ClGe2O2S4Ti (ωB97M-V/def2-TZVPD).

Geometry as XYZ:
```
125
Properties=species:S:1:pos:R:3:lowdin_charge:R:1
Ti 0.56947 -1.99573 -1.43552 0.368
C 2.96107 4.51445 4.09528 -0.045
C 2.11565 3.28060 3.93437 -0.269
C 0.73619 3.36572 3.78966 -0.043
C -0.05836 2.22929 3.74906 -0.206
C -1.55048 2.35124 3.56917 -0.016
C 0.54610 0.96961 3.86494 -0.186
C 1.94054 0.86014 3.93624 -0.253
C 2.63836 -0.47679 3.98342 -0.032
C 2.70105 2.02324 3.96149 -0.004
C -0.31863 -0.22617 4.06066 -0.230
C -0.95038 -0.36882 5.29340 -0.012
C -1.72352 -1.48021 5.55760 -0.035
C -1.87940 -2.45895 4.59233 -0.020
C -1.26950 -2.35308 3.34469 -0.209
C -0.47831 -1.21210 3.08670 -0.189
Ge 0.50718 -0.91554 1.36809 0.204
S 1.53649 -2.69439 0.59779 0.343
S -1.12508 -0.59807 -0.25259 0.380
Ge 0.30666 0.99023 -1.21462 0.268
S 0.73905 -0.17673 -3.03679 0.331
S 1.61827 0.94991 0.68394 0.423
C -0.36746 2.81584 -1.59883 -0.204
C -1.67454 3.03608 -2.05523 -0.219
C -2.07345 4.33837 -2.33057 -0.012
C -1.18442 5.39385 -2.20777 -0.035
C 0.11201 5.16115 -1.78853 -0.015
C 0.53666 3.87274 -1.47098 -0.223
C 1.92557 3.68222 -0.96677 -0.193
C 2.95157 3.22149 -1.79407 -0.220
C 2.73273 2.88520 -3.24861 -0.038
C 4.24340 3.12679 -1.27666 -0.007
C 4.53789 3.48893 0.02571 -0.252
C 5.93990 3.42087 0.56376 -0.037
C 3.50000 3.95155 0.83154 -0.005
C 2.20380 4.05646 0.36096 -0.228
C 1.10806 4.54793 1.26608 -0.022
C -2.64428 1.92488 -2.27730 -0.154
C -3.46121 1.46758 -1.24077 -0.248
C -3.38618 2.05882 0.14108 -0.037
C -4.38714 0.45811 -1.50090 -0.017
C -4.53151 -0.08954 -2.76545 -0.275
C -5.55711 -1.15567 -3.04417 -0.040
C -3.72253 0.39548 -3.79350 -0.021
C -2.79285 1.40535 -3.57458 -0.213
C -2.02197 1.98362 -4.73012 -0.025
C -1.51283 -3.47356 2.39206 -0.156
C -0.69211 -4.60541 2.40751 -0.232
C 0.49253 -4.73078 3.32836 -0.035
C -0.96894 -5.64987 1.52991 -0.007
C -2.02025 -5.59109 0.62914 -0.266
C -2.31093 -6.74747 -0.28845 -0.044
C -2.84512 -4.46884 0.65263 -0.012
C -2.64099 -3.43591 1.56041 -0.219
C -3.70001 -2.37897 1.75834 -0.030
H 2.39928 5.41708 3.85699 0.088
H 3.84776 4.47472 3.46133 0.061
H 3.30623 4.59735 5.12752 0.095
H 0.26427 4.34071 3.72926 0.126
H -1.80747 3.33263 3.17142 0.083
H -2.07602 2.22374 4.51770 0.089
H -1.92151 1.58492 2.88601 0.072
H 1.97714 -1.26847 4.33128 0.078
H 3.50526 -0.43622 4.64168 0.090
H 3.00349 -0.74835 2.98598 0.065
H 3.78083 1.94053 4.03689 0.130
H -0.80451 0.39528 6.04687 0.131
H -2.19999 -1.59274 6.52312 0.115
H -2.48572 -3.33363 4.79504 0.132
H -3.08967 4.51703 -2.66156 0.130
H -1.50345 6.39957 -2.44907 0.114
H 0.81683 5.97956 -1.70587 0.131
H 1.69654 3.02775 -3.55004 0.068
H 3.01199 1.85174 -3.45796 0.057
H 3.36006 3.52268 -3.87378 0.092
H 5.04079 2.78103 -1.92696 0.123
H 6.61030 2.91243 -0.12721 0.076
H 5.96240 2.89418 1.51888 0.079
H 6.32792 4.42662 0.73546 0.089
H 3.70875 4.24750 1.85375 0.081
H 1.49700 4.71929 2.26657 0.026
H 0.30146 3.81335 1.32875 0.083
H 0.68074 5.48086 0.89630 0.097
H -2.40088 2.47433 0.34961 0.068
H -3.62359 1.30419 0.89145 0.070
H -4.11631 2.86521 0.24235 0.100
H -5.02062 0.10791 -0.69244 0.121
H -6.07799 -1.45342 -2.13533 0.076
H -5.10301 -2.04207 -3.49344 0.080
H -6.30053 -0.78248 -3.75031 0.088
H -3.85519 0.00891 -4.80056 0.127
H -2.05540 1.32029 -5.59328 0.083
H -0.98081 2.16286 -4.46625 0.065
H -2.45431 2.94338 -5.02252 0.094
H 0.59821 -3.86686 3.97943 0.072
H 1.40583 -4.83487 2.73899 0.066
H 0.39969 -5.62282 3.94927 0.092
H -0.34077 -6.53474 1.55743 0.128
H -1.39622 -7.25865 -0.58848 0.079
H -2.84056 -6.42245 -1.18381 0.075
H -2.94368 -7.47914 0.21835 0.088
H -3.72468 -4.44583 0.01416 0.118
H -4.51953 -2.51425 1.05065 0.078
H -3.30978 -1.36847 1.65566 0.051
H -4.10839 -2.45675 2.76790 0.089
O 2.82087 -1.26354 -1.52345 -0.258
H 3.18314 -0.80064 -2.28744 0.049
H 3.53470 -1.72896 -1.07262 0.042
O -1.62613 -2.13934 -2.60731 -0.164
H -1.83633 -1.38076 -3.17345 0.035
H -2.38045 -2.24179 -2.01582 0.049
Cl 3.47856 -4.50767 -1.65590 0.734
C 2.83407 -4.10035 -3.21818 -0.590
C 3.68830 -4.17583 -4.30407 -0.096
C 3.20987 -3.89325 -5.57291 -0.061
C 1.89004 -3.50493 -5.74410 -0.062
C 1.03365 -3.46815 -4.66214 -0.047
C 1.46345 -3.79227 -3.36638 -0.327
C 0.49127 -3.88630 -2.25129 -0.211
H 4.71569 -4.47676 -4.15169 0.110
H 3.86557 -3.99786 -6.42659 0.113
H 1.52573 -3.24497 -6.72893 0.112
H -0.00882 -3.20831 -4.80384 0.118
H 0.81831 -4.58794 -1.48673 0.042
H -0.49445 -4.14979 -2.61793 0.078
```

Properties
* HOMO level: -0.389 Eh
* Kohn-Sham gap: 0.2637 hartree
* lowest unoccupied orbital energy: -3.4173 eV
* charge: +1



Run x
Entry from OMol25: a molecular structure, C55H60ClGe2O2S4Ti (ωB97M-V/def2-TZVPD).

Geometry as XYZ:
```
125
Properties=species:S:1:pos:R:3:lowdin_charge:R:1
Ti -1.38442 0.58331 1.99054 0.282
C -4.65652 -4.67928 4.20495 -0.043
C -3.69519 -4.52759 3.05583 -0.257
C -4.15269 -4.55224 1.74255 -0.001
C -3.28826 -4.42066 0.66665 -0.235
C -3.81423 -4.46366 -0.74258 -0.020
C -1.92237 -4.22983 0.90944 -0.187
C -1.43095 -4.22638 2.21464 -0.236
C 0.04469 -4.07632 2.48860 -0.020
C -2.32993 -4.37547 3.27304 -0.024
C -0.95875 -4.23082 -0.23242 -0.206
C -0.57749 -5.50230 -0.65378 -0.020
C 0.34204 -5.68039 -1.67050 -0.029
C 0.90266 -4.57333 -2.27510 -0.011
C 0.54520 -3.28189 -1.89243 -0.218
C -0.40475 -3.10249 -0.87258 -0.203
Ge -0.95958 -1.27425 -0.42475 0.212
S -2.77325 -1.00590 0.73882 0.333
S -0.91948 0.23664 -2.07523 0.425
Ge -0.29104 1.76405 -0.57949 0.237
S -1.87126 2.49621 0.77225 0.352
S 0.61459 0.05561 0.83940 0.378
C 0.75292 3.28501 -1.22115 -0.209
C 1.92057 3.71124 -0.58910 -0.215
C 2.52963 4.88089 -1.03559 -0.012
C 1.98899 5.60741 -2.08341 -0.034
C 0.83056 5.17119 -2.70593 -0.010
C 0.19097 4.01175 -2.28110 -0.217
C -1.05227 3.55089 -2.96855 -0.177
C -2.29667 4.07824 -2.61112 -0.215
C -2.41342 5.24053 -1.65905 -0.037
C -3.43891 3.57095 -3.22597 0.004
C -3.36589 2.60522 -4.21797 -0.254
C -4.60733 2.06381 -4.87544 -0.041
C -2.10890 2.15882 -4.61657 -0.028
C -0.95014 2.61502 -4.00959 -0.274
C 0.39486 2.10728 -4.45373 -0.050
C 2.57082 2.94696 0.51114 -0.163
C 3.37268 1.84327 0.19103 -0.229
C 3.49612 1.36801 -1.23236 -0.034
C 4.06628 1.20142 1.20628 -0.019
C 3.99929 1.63945 2.52512 -0.267
C 4.78426 0.93329 3.59825 -0.043
C 3.19512 2.73238 2.81865 -0.014
C 2.46890 3.39306 1.83127 -0.211
C 1.62187 4.59008 2.18579 -0.024
C 1.28028 -2.19569 -2.61316 -0.182
C 2.46787 -1.69364 -2.08269 -0.203
C 2.94585 -2.03598 -0.69215 -0.026
C 3.25579 -0.85849 -2.87359 -0.052
C 2.88624 -0.50139 -4.15875 -0.254
C 3.76673 0.38560 -4.99798 -0.029
C 1.67559 -0.98603 -4.65275 -0.020
C 0.87554 -1.83714 -3.90830 -0.249
C -0.40201 -2.38214 -4.49401 -0.029
H -5.39164 -3.87233 4.20518 0.083
H -4.13813 -4.66892 5.16288 0.075
H -5.20823 -5.61727 4.12899 0.087
H -5.21248 -4.68874 1.55387 0.125
H -4.90037 -4.53430 -0.75185 0.083
H -3.40893 -5.31612 -1.29125 0.088
H -3.52685 -3.56413 -1.29121 0.077
H 0.44450 -3.16038 2.04558 0.068
H 0.60775 -4.90755 2.05972 0.093
H 0.24147 -4.04853 3.55965 0.082
H -1.94679 -4.41019 4.28859 0.119
H -1.01442 -6.35973 -0.15564 0.134
H 0.62974 -6.67777 -1.97728 0.116
H 1.64015 -4.68850 -3.05995 0.134
H 3.44305 5.21036 -0.55460 0.130
H 2.47449 6.51500 -2.41856 0.114
H 0.40463 5.73049 -3.53034 0.131
H -1.64617 5.22619 -0.88786 0.064
H -3.39029 5.25394 -1.17718 0.082
H -2.30032 6.17895 -2.20840 0.094
H -4.40850 3.96164 -2.93567 0.121
H -5.50723 2.40915 -4.36895 0.076
H -4.60421 0.97290 -4.86422 0.081
H -4.66287 2.38073 -5.91846 0.087
H -2.03290 1.42347 -5.41143 0.124
H 0.28948 1.45914 -5.32259 0.079
H 0.88280 1.53153 -3.66245 0.041
H 1.06071 2.93188 -4.71490 0.092
H 3.71889 2.19462 -1.90894 0.108
H 2.56989 0.90426 -1.58706 0.066
H 4.29067 0.62733 -1.31989 0.067
H 4.69340 0.34939 0.96182 0.124
H 5.82817 0.82231 3.30362 0.085
H 4.38931 -0.07079 3.77113 0.077
H 4.75218 1.48049 4.53959 0.080
H 3.13669 3.09326 3.84068 0.123
H 1.42391 4.62030 3.25704 0.081
H 0.66745 4.57599 1.65608 0.074
H 2.12504 5.52111 1.91570 0.091
H 2.26296 -2.70419 -0.16957 0.070
H 3.05075 -1.12566 -0.09600 0.033
H 3.92512 -2.51726 -0.72607 0.097
H 4.20502 -0.50845 -2.48000 0.100
H 4.77627 0.43555 -4.59188 0.082
H 3.37212 1.40243 -5.03360 0.075
H 3.82700 0.02265 -6.02436 0.085
H 1.36466 -0.71626 -5.65732 0.122
H -0.66174 -1.85278 -5.40976 0.082
H -1.23764 -2.28390 -3.79735 0.068
H -0.30782 -3.44422 -4.73075 0.088
O -3.34853 0.90528 2.92734 -0.196
H -3.51480 0.82905 3.87940 -0.007
H -4.16303 0.75599 2.43245 0.076
O -1.29325 -1.09904 3.33779 -0.138
H -1.79484 -1.90871 3.12567 0.049
H -1.14955 -1.04693 4.29644 0.076
Cl -2.70456 1.13267 5.93983 0.775
C -1.04333 0.56165 5.90161 -0.585
C -0.61662 -0.21230 6.97145 -0.100
C 0.67704 -0.70481 6.97843 -0.070
C 1.51853 -0.41991 5.90928 -0.060
C 1.07141 0.35689 4.85455 -0.035
C -0.22246 0.89013 4.82316 -0.336
C -0.71318 1.68178 3.66761 -0.227
H -1.29556 -0.41738 7.78788 0.110
H 1.02196 -1.30605 7.80855 0.111
H 2.52793 -0.80925 5.90116 0.108
H 1.72800 0.56317 4.01868 0.099
H 0.09685 2.23399 3.18002 0.050
H -1.49394 2.38240 3.95855 0.055
```

Properties
* HOMO level: -0.388 Eh
* Kohn-Sham gap: 0.2669 hartree
* lowest unoccupied orbital energy: -3.2851 eV
* charge: +1



It is run w that is the least stable of them.